# 1
The following is a DFT calculation (ωB97M-V/def2-TZVPD) of a structure of composition C5H7NS.

E_LUMO	0.0345	Ha
E_tot	-17619.3920	eV
Kohn-Sham gap	9.26	eV
HOMO energy	-0.306	Ha
ΔE to the lowest compared entry with this formula, charge and spin	4.254	eV

```
! wB97M-V def2-TZVPD RIJCOSX def2/J DEFGRID3
* xyz 0 1
C -1.0984 0.8285 0.1202
C -0.7037 -0.0570 -1.0035
C -0.5698 -0.3126 1.0600
C 0.9524 -0.2887 0.7293
C 0.8120 -0.0079 -0.8073
H -2.2489 0.7132 0.1872
H -0.7027 1.9167 -0.0861
H -1.1207 0.1959 -2.0618
H -0.8249 -0.0179 2.1965
H 1.8016 0.1222 1.3730
H 2.3728 -1.3655 -0.0671
H 1.1479 0.9792 -1.2494
N 1.4042 -1.2184 -0.2755
S -1.2217 -1.4876 -0.1156
*
```

=====

# 2
The following is a DFT calculation (ωB97M-V/def2-TZVPD) of a structure of composition C15H17IN5RuS.

E_LUMO (spin up / spin down)	-0.3674 / -0.5035	Ha
E_tot	-44768.4997	eV
Kohn-Sham gap (spin up / spin down)	7.54 / 4.17	eV
HOMO energy (spin up / spin down)	-0.644 / -0.657	Ha
ΔE to the lowest compared entry with this formula, charge and spin	0.699	eV

```
! wB97M-V def2-TZVPD RIJCOSX def2/J DEFGRID3
* xyz 3 5
Ru 10.1449 11.6741 4.8398
C 6.8048 16.7730 4.9674
C 6.7814 15.7044 6.0884
N 6.8968 14.3214 5.6366
C 8.0535 13.7718 5.3310
S 8.1166 12.2800 4.3642
N 9.1766 14.3334 5.7632
N 10.2104 13.5756 5.5121
C 11.4266 14.0640 5.7315
C 11.6796 15.4628 6.2362
C 12.5263 13.2124 5.3959
C 13.8341 13.8082 5.1383
C 14.8626 12.9772 4.6092
C 14.5955 11.6326 4.4436
C 13.3423 11.0924 4.7436
N 12.2756 11.9112 5.1153
H 6.8545 17.7570 5.4771
H 5.9387 16.7703 4.2733
H 7.7445 16.6300 4.3656
H 5.8659 15.7646 6.6650
H 7.6022 15.8586 6.7972
H 6.0482 13.8470 5.3103
H 10.8138 15.8771 6.7651
H 12.0142 16.1075 5.3780
H 12.5308 15.4297 6.8925
H 13.9585 14.9061 5.2255
H 15.8647 13.3806 4.3555
H 15.3930 11.0465 4.0516
H 13.1373 10.0612 4.6463
I 7.7380 6.6874 6.8264
C 9.1635 7.6463 5.6401
C 10.2310 6.9158 5.0808
C 11.0737 7.5660 4.1781
C 10.9810 8.9332 3.9717
N 10.0273 9.6554 4.6466
C 9.0506 9.0288 5.3465
H 10.4112 5.8996 5.4343
H 11.8184 7.0357 3.6274
H 11.5791 9.5560 3.2688
H 8.2431 9.6976 5.6937
*
```

=====

# 3
The following is a DFT calculation (ωB97M-V/def2-TZVPD) of the molecule C5H10BrF.

E_LUMO	0.0337	Ha
E_tot	-78105.7456	eV
Kohn-Sham gap	10.74	eV
HOMO energy	-0.361	Ha
ΔE to the lowest compared entry with this formula, charge and spin	0.355	eV
structure (SMILES)	CC[C@H](F)[C@H](C)Br

```
! wB97M-V def2-TZVPD RIJCOSX def2/J DEFGRID3
* xyz 0 1
C 1.5547 -0.9346 -0.4160
C 0.6145 -0.8433 0.7585
C -0.8982 -1.0350 0.5726
F -1.1001 -2.1930 -0.0206
C -1.6235 0.1700 -0.4861
C -1.3442 1.6145 -0.2756
Br -3.5224 -0.3134 -0.4103
H 2.6472 -1.0683 -0.0603
H 1.3493 -1.6788 -1.3295
H 1.4046 0.1161 -0.9584
H 0.7461 0.1991 1.0360
H 0.9201 -1.4751 1.5635
H -1.4029 -0.9676 1.6094
H -1.3191 -0.1618 -1.4520
H -0.2240 1.8475 -0.3116
H -1.7851 2.3385 -1.1318
H -1.8084 1.8429 0.7450
*
```

=====

# 4
The following is a DFT calculation (ωB97M-V/def2-TZVPD) of a structure of composition C21H32GaN4O5S2.

E_LUMO (spin up / spin down)	-0.0014 / -0.0049	Ha
E_tot	-112539.7994	eV
Kohn-Sham gap (spin up / spin down)	5.28 / 7.61	eV
HOMO energy (spin up / spin down)	-0.195 / -0.284	Ha

```
! wB97M-V def2-TZVPD RIJCOSX def2/J DEFGRID3
* xyz 0 2
Ga -1.0116 -1.6352 0.1008
O -2.1505 -3.5080 0.2324
N -1.6230 -4.6775 0.5321
C -2.3868 -5.7763 0.3566
C -1.9095 -7.0332 0.6062
C -0.5952 -7.1733 1.0605
C 0.1613 -6.0484 1.2677
C -0.3518 -4.7631 1.0151
S 0.5565 -3.3497 1.2619
H -3.3864 -5.5741 0.0046
H -2.5484 -7.8900 0.4535
H -0.1850 -8.1573 1.2432
H 1.1762 -6.1041 1.6323
C 5.7491 3.0943 0.1914
C 4.6309 2.1896 -0.2413
C 4.2978 2.0338 -1.5804
C 3.2602 1.2099 -1.9834
C 2.9892 1.0672 -3.4619
C 2.5133 0.4942 -1.0196
C 1.4768 -0.4019 -1.5036
O 0.9425 -1.3454 -0.8979
C 2.8388 0.6524 0.3490
C 2.0827 -0.0403 1.4431
C 3.8837 1.4907 0.6997
H 6.3683 3.3899 -0.6543
H 6.3805 2.6021 0.9316
H 5.3457 3.9986 0.6523
H 4.8695 2.5656 -2.3334
H 3.6735 1.6939 -4.0307
H 1.9711 1.3676 -3.7159
H 3.1261 0.0337 -3.7831
H 1.1597 -0.2345 -2.5407
H 1.0107 0.0334 1.2761
H 2.3329 0.3972 2.4096
H 2.3433 -1.0988 1.4667
H 4.1299 1.6015 1.7510
C -2.8549 3.6991 -0.1894
N -1.5921 3.0498 -0.5473
C -1.4654 2.8360 -1.9771
C -1.1615 2.0152 0.2809
N -0.8057 0.8507 -0.1558
N -1.0464 2.3530 1.5983
C -0.7184 3.6960 2.0270
C -0.9827 1.3533 2.6441
H -3.7068 3.1008 -0.5239
H -2.8857 4.6832 -0.6593
H -2.9312 3.8195 0.8868
H -1.5862 3.7953 -2.4797
H -2.2245 2.1429 -2.3615
H -0.4693 2.4539 -2.1993
H -1.0359 0.7373 -1.1362
H -0.6519 4.3620 1.1723
H 0.2488 3.6893 2.5407
H -1.4673 4.0778 2.7281
H 0.0456 1.1617 2.9693
H -1.4289 0.4321 2.2954
H -1.5582 1.7127 3.5008
C -4.8140 -1.9880 -0.4954
S -3.4869 -0.8054 -0.4228
O -4.0154 0.5049 -0.6964
O -2.9046 -0.9538 0.9317
O -2.4737 -1.2481 -1.4187
H -5.4730 -1.7938 0.3465
H -4.3431 -2.9639 -0.4062
H -5.3326 -1.8777 -1.4439
*
```

=====

# 5
The following is a DFT calculation (ωB97M-V/def2-TZVPD) of a structure of composition C27H45FNORbSi.

E_LUMO	0.1465	Ha
E_tot	-43515.2110	eV
Kohn-Sham gap	5.04	eV
HOMO energy	-0.039	Ha
ΔE to the lowest compared entry with this formula, charge and spin	3.163	eV

```
! wB97M-V def2-TZVPD RIJCOSX def2/J DEFGRID3
* xyz -2 1
Rb -1.1360 1.9416 -0.1100
C 0.9694 -0.1109 -0.6710
C 0.4617 0.0192 -1.9658
C 1.0745 1.2208 -2.5779
C 1.8957 1.7671 -1.5125
C 1.8895 0.9675 -0.3579
C 2.6791 1.0512 0.9156
C 1.8235 1.6401 2.0845
C 3.8537 1.9013 0.7099
C 3.1580 -0.3274 1.2575
C 0.7116 1.9824 -3.8630
C -0.7532 2.1238 -4.0529
C 1.2973 1.3112 -5.2119
C 1.3245 3.4448 -3.8108
C -0.5136 -1.0233 -2.4953
C -2.0091 -0.6857 -2.3220
C -0.3541 -1.3890 -3.9866
C -0.2814 -2.3966 -1.7524
H 0.7102 -0.9066 0.0445
H 2.4641 2.6906 -1.6826
H 1.3091 2.5470 1.7636
H 2.4714 1.9242 3.0108
H 1.0203 0.9953 2.3991
H 3.6266 2.9091 0.3523
H 4.5072 1.5673 -0.0607
H 4.4113 1.9504 1.7153
H 2.3740 -1.0549 1.5364
H 3.7900 -0.3019 2.1470
H 3.8006 -0.8363 0.5281
H -1.3008 1.1373 -4.1146
H -0.9942 2.6711 -4.9785
H -1.2594 2.6539 -3.3166
H 0.6816 0.4633 -5.6277
H 2.2482 0.9203 -5.0467
H 1.4576 2.0884 -5.9470
H 1.2920 3.8085 -2.7866
H 0.7260 4.1118 -4.4509
H 2.3141 3.4856 -4.2383
H -2.2187 0.2754 -2.8118
H -2.3854 -0.5349 -1.3003
H -2.5840 -1.5227 -2.7510
H -0.9280 -0.7799 -4.6643
H -0.6952 -2.3702 -4.1673
H 0.7421 -1.4036 -4.2627
H -0.5695 -2.3322 -0.7520
H 0.8108 -2.6983 -1.8314
H -0.9903 -3.1734 -2.2609
C -1.5855 -4.0608 4.4412
Si -1.3677 -3.2377 2.7487
C 0.3527 -3.8582 2.2887
C -2.6365 -4.0258 1.5432
N -1.7322 -1.5702 2.9089
C -1.0899 -0.6209 3.6581
C 0.0169 -0.7631 4.5212
C 0.5131 0.2451 5.3382
C -0.0611 1.4985 5.2358
C -1.1336 1.7188 4.4270
C -1.5988 0.7245 3.6686
F -2.4720 1.0201 2.6600
H -1.7147 -5.1388 4.5311
H -2.5358 -3.6900 4.8318
H -0.9307 -3.7514 5.2413
H 0.1666 -4.9196 2.3554
H 1.0565 -3.4668 2.9676
H 0.6869 -3.5472 1.2973
H -2.0905 -4.7996 0.9716
H -2.8798 -3.1762 0.8291
H -3.5681 -4.4843 1.9419
H 0.5986 -1.6629 4.5497
H 1.3889 -0.0452 5.9561
H 0.2689 2.3018 5.9152
H -1.6291 2.7406 4.3648
C -3.9072 3.0001 -1.2113
O -2.9210 2.5672 -1.9968
H -3.8413 2.6268 -0.2400
H -4.7232 2.6011 -1.5284
H -3.5531 4.0518 -0.9390
*
```

=====

# 6
The following is a DFT calculation (ωB97M-V/def2-TZVPD) of a cluster of 10 separate species, C29H59BCl18FN3O3P in total.

E_LUMO	-0.1218	Ha
E_tot	-279718.5744	eV
Kohn-Sham gap	7.54	eV
HOMO energy	-0.399	Ha
ΔE to the lowest compared entry with this formula, charge and spin	9.635	eV

```
! wB97M-V def2-TZVPD RIJCOSX def2/J DEFGRID3
* xyz 1 1
C 4.8324 -0.1895 -2.8405
C 3.3089 -0.6926 -3.2515
B 2.4880 -0.8801 -1.8269
O 2.9039 -0.0796 -0.6560
N 1.3344 -1.8696 -1.6061
C 1.4525 -3.2703 -2.1759
N 0.1543 -3.9641 -1.7246
C -0.0053 -5.4135 -2.1267
C -0.8473 -5.6299 -3.5421
F -1.5558 -4.4115 -3.9996
C -0.7432 -3.0626 -0.9061
P -2.4243 -3.4823 -0.1043
N -2.4366 -3.1939 1.6634
O -2.6488 -5.2393 -0.2413
C 0.0425 -1.6267 -0.8188
C -0.3064 -0.2090 -0.0743
C -1.8927 0.0324 0.2604
C -2.9082 -0.1385 -1.0158
O -4.1846 -0.6883 -0.4559
C -5.2660 0.3062 -0.5525
H 5.4424 -0.1280 -3.8412
H 5.3729 -0.8829 -2.0682
H 4.7804 0.8882 -2.3756
H 2.7527 0.1055 -3.9125
H 3.3733 -1.7615 -3.7478
H 2.4610 -0.5431 0.1391
H 2.3441 -3.7467 -2.8087
H 1.0943 -5.8133 -2.3618
H -0.4284 -6.1187 -1.2942
H -1.5388 -6.5660 -3.3835
H -0.0847 -5.9361 -4.4060
H -2.5755 -4.0908 2.1888
H -1.5646 -2.6954 1.9466
H -2.1349 -5.5767 0.5747
H 0.4173 -0.1128 0.8446
H 0.0092 0.6550 -0.8311
H -1.9880 1.1706 0.6075
H -2.1634 -0.6094 1.2012
H -3.1797 0.9049 -1.4871
H -2.5096 -0.9259 -1.8015
H -5.0085 1.3219 0.0001
H -6.2719 -0.1055 -0.0632
H -5.5315 0.4896 -1.6930
Cl 7.5451 0.4117 -1.7569
C 9.2116 0.7704 -2.2751
C 9.2568 1.8060 -3.3875
Cl 8.5979 1.1773 -4.9187
H 9.6822 -0.1694 -2.5796
H 9.7418 1.1471 -1.3953
H 10.2931 2.0958 -3.5836
H 8.6963 2.7077 -3.1220
Cl -6.0339 4.3012 -0.1197
C -5.9748 4.8098 -1.8261
C -5.9052 3.6251 -2.7765
Cl -4.3478 2.7665 -2.6679
H -5.1178 5.4785 -1.9517
H -6.8860 5.3851 -2.0160
H -6.0051 3.9707 -3.8095
H -6.7045 2.9036 -2.5808
Cl -2.2053 3.0790 2.6444
C -3.9761 2.9198 2.7584
C -4.3924 1.7038 3.5708
Cl -4.0093 0.1758 2.7385
H -4.3799 2.8833 1.7420
H -4.3450 3.8311 3.2386
H -5.4746 1.7155 3.7296
H -3.9053 1.6875 4.5507
Cl 9.2404 5.0693 -2.2443
C 7.4636 5.1882 -2.1878
C 6.9764 5.9254 -0.9505
Cl 7.2598 4.9947 0.5420
H 7.0536 4.1751 -2.2412
H 7.1544 5.7284 -3.0877
H 5.8978 6.0940 -1.0188
H 7.4661 6.8981 -0.8417
Cl -2.7088 -8.9218 0.3759
C -2.7549 -9.1824 2.1377
C -3.1368 -7.9206 2.8952
Cl -1.8653 -6.6754 2.8118
H -1.7768 -9.5603 2.4508
H -3.4970 -9.9651 2.3220
H -3.2841 -8.1527 3.9539
H -4.0641 -7.4846 2.5108
Cl 8.5703 5.9164 -5.3422
C 10.1323 5.8451 -6.1963
C 10.5970 4.4157 -6.4253
Cl 11.0518 3.6048 -4.9055
H 10.8624 6.4187 -5.6172
H 9.9898 6.3479 -7.1576
H 11.4845 4.4112 -7.0647
H 9.8240 3.8136 -6.9127
Cl -3.6480 -12.5528 0.8247
C -3.5889 -12.0442 -0.8817
C -3.5193 -13.2289 -1.8321
Cl -1.9619 -14.0875 -1.7235
H -2.7319 -11.3755 -1.0073
H -4.5001 -11.4689 -1.0716
H -3.6192 -12.8833 -2.8651
H -4.3186 -13.9504 -1.6364
Cl -4.3144 5.6007 4.7088
C -4.4001 5.4085 6.4779
C -4.2520 3.9571 6.9059
Cl -5.6566 2.9693 6.4309
H -5.3478 5.8352 6.8203
H -3.5860 6.0051 6.9003
H -4.1759 3.8966 7.9954
H -3.3552 3.4997 6.4767
Cl -4.0144 9.7082 6.8733
C -4.1001 9.5160 8.6424
C -3.9520 8.0645 9.0703
Cl -5.3566 7.0768 8.5954
H -5.0478 9.9427 8.9848
H -3.2860 10.1126 9.0648
H -3.8759 8.0041 10.1599
H -3.0552 7.6071 8.6412
*
```

=====

# 7
The following is a DFT calculation (ωB97M-V/def2-TZVPD) of a cluster of 2 separate species, C12H27NO2 in total.

E_LUMO	0.0257	Ha
E_tot	-18460.9643	eV
Kohn-Sham gap	9.16	eV
HOMO energy	-0.311	Ha
ΔE to the lowest compared entry with this formula, charge and spin	5.118	eV
structure (SMILES)	CC1(C)CCCC(C)(C)N1O.CC(C)O

```
! wB97M-V def2-TZVPD RIJCOSX def2/J DEFGRID3
* xyz 0 1
C -2.5418 -0.0300 -1.3147
C -1.2623 0.2079 -0.4511
C -1.2382 -0.6197 0.7112
C -0.2027 -0.2152 -1.4438
C 1.1495 0.3247 -0.9839
C 1.2503 1.8501 -0.8335
C 0.0778 2.3285 0.1525
C 0.4283 2.2829 1.6270
C -0.1092 3.8255 -0.2258
N -1.2324 1.6907 -0.1997
O -2.3063 2.2046 0.6228
H -3.2919 0.2054 -0.5596
H -2.4331 0.5892 -2.2051
H -2.6240 -1.0196 -1.7641
H -0.2096 -0.8012 1.0231
H -1.6834 -0.1167 1.5696
H -1.6365 -1.6079 0.4812
H -0.1123 -1.2816 -1.6506
H -0.1486 0.1894 -2.4545
H 1.3260 -0.0011 0.0412
H 1.8494 0.0078 -1.7571
H 1.1479 2.3985 -1.7699
H 2.2471 1.9465 -0.4031
H 1.5175 2.2450 1.6393
H 0.0561 1.3146 1.9617
H -0.0834 3.0472 2.2120
H -0.8906 4.2769 0.3856
H -0.6123 3.8244 -1.1928
H 0.7834 4.4389 -0.3486
H -2.9554 2.5673 0.0156
C 1.2795 -3.8574 -0.4591
C 1.4679 -3.2568 0.9277
C 0.9997 -1.8432 0.8845
O 0.6196 -3.9533 1.8476
H 1.9111 -3.3311 -1.1747
H 0.2497 -3.7517 -0.8003
H 1.4490 -4.9331 -0.5074
H 2.4757 -3.3584 1.3304
H 1.8272 -1.4185 0.3162
H 1.0280 -1.2837 1.8196
H 0.0681 -1.6862 0.3410
H 0.3654 -3.3997 2.5895
*
```

=====

# 8
The following is a DFT calculation (ωB97M-V/def2-TZVPD) of the molecule C3H5NO2.

E_LUMO (spin up / spin down)	0.0205 / 0.0197	Ha
E_tot	-8774.0097	eV
Kohn-Sham gap (spin up / spin down)	6.82 / 6.87	eV
HOMO energy (spin up / spin down)	-0.230 / -0.233	Ha
ΔE to the lowest compared entry with this formula, charge and spin	3.685	eV

```
! wB97M-V def2-TZVPD RIJCOSX def2/J DEFGRID3
* xyz 0 1
O -0.7642 2.0822 0.8467
C -0.1734 1.0432 0.2324
N 0.7036 0.2311 0.7730
C 0.6729 -1.0505 0.2235
C -0.1580 -0.8336 -1.0229
O -0.8779 0.4038 -0.7212
H 1.2385 0.4889 1.5871
H 1.6230 -1.5705 0.1513
H -1.6830 1.8122 1.0110
H -0.9054 -1.6108 -1.2134
H 0.4016 -0.6588 -1.9658
*
```